173
Properties=species:S:1:pos:R:3:forces:R:3 method="wB97M-V/def2-TZVPD" max_force_ev_per_a=2.03 orbital_gap_ev="8.2 / 8.6" homo_energy_ev="-8.016 / -8.459" de_lowest_kj_mol=0.0 spin_multiplicity=6 total_energy_ev=-133533.047 lumo_ev="0.17 / 0.16" mol_weight_g_mol=1065.34
Mn -2.1934 3.1524 -1.7867 0.826 -1.202 -0.041
C -1.5821 -0.2425 0.4618 -0.584 -0.126 -0.556
C -0.5389 0.7038 -0.1486 0.066 -0.943 1.446
C 0.5604 -0.1889 -0.7197 1.086 0.780 -1.356
O -1.0631 1.5993 -1.0206 -0.183 0.420 -0.902
H -2.0027 -0.9141 -0.3034 0.176 0.148 -0.163
H -2.4346 0.3199 0.8472 0.176 0.027 0.276
H -1.1621 -0.9148 1.2145 0.011 0.238 0.211
H -0.0928 1.2043 0.7430 0.028 0.143 -0.140
H 1.4042 0.4185 -1.0944 -0.152 0.167 0.232
H 0.2360 -0.6842 -1.6435 -0.329 -0.267 0.308
H 1.0343 -0.9073 -0.0474 -0.458 -0.088 0.227
C -4.1281 2.8721 1.9623 0.154 0.095 -0.678
F -4.5003 1.6436 1.5527 -0.036 0.095 0.313
F -4.7633 3.1809 3.0855 0.094 -0.220 -0.001
F -2.8043 2.8378 2.1903 -0.202 -0.033 0.183
S -4.5008 4.0969 0.6369 0.358 0.765 0.474
O -4.0676 5.3533 1.1752 0.274 0.229 0.263
O -3.6140 3.6503 -0.4469 -0.844 -0.372 0.307
O -5.8995 3.9666 0.3846 -0.395 -0.459 -0.339
C -0.3739 -3.3997 -3.2249 -0.132 -0.714 -1.400
C 0.6948 -4.3494 -2.7242 -0.160 -0.473 0.333
C 1.8650 -3.5991 -2.1010 -0.225 0.595 0.622
O 2.6437 -4.4702 -1.3159 0.500 -0.355 -0.519
C 3.6721 -3.8301 -0.5892 -0.704 -0.528 0.021
N 0.0775 -5.3675 -1.8346 1.042 1.090 0.063
H -0.9802 -2.9072 -2.4676 0.243 0.034 0.251
H -1.0239 -4.0422 -3.8298 -0.336 0.191 0.235
H 0.0095 -2.6866 -3.9612 0.139 0.265 0.351
H 1.1042 -4.9260 -3.5611 -0.098 0.178 -0.168
H 1.4761 -2.8019 -1.4419 0.007 -0.002 -0.096
H 2.4879 -3.1200 -2.8697 -0.062 -0.012 -0.060
H 3.1692 -3.1885 0.1434 0.455 0.248 0.093
H 4.3907 -3.2710 -1.1979 -0.226 0.123 -0.154
H 4.2083 -4.6410 -0.0995 0.067 0.155 0.222
H 0.9180 -5.7420 -1.3918 -0.417 -0.610 0.143
H -0.3829 -4.8786 -1.0529 0.114 -0.323 -0.525
C -6.7647 -3.8833 5.3483 -0.666 1.225 -0.295
C -5.7275 -3.9600 4.2505 0.509 -0.655 0.083
C -5.5370 -2.6459 3.5147 0.164 0.291 0.666
O -4.4896 -2.8004 2.5900 -0.390 -0.182 -0.297
C -4.2738 -1.6655 1.7872 0.120 0.261 0.250
N -4.4754 -4.4373 4.8487 0.135 -0.030 -0.036
H -7.7056 -3.5579 4.8887 -0.150 -0.388 0.182
H -6.5522 -3.0728 6.0565 0.326 -0.130 0.003
H -6.8919 -4.7935 5.9230 0.043 -0.211 -0.234
H -6.0503 -4.6964 3.5060 0.094 -0.112 0.098
H -5.2362 -1.9125 4.2838 -0.168 0.236 -0.215
H -6.4457 -2.2978 3.0084 -0.058 -0.049 0.071
H -3.9399 -0.8162 2.3950 0.235 -0.090 -0.039
H -5.1607 -1.2947 1.2541 -0.139 -0.416 -0.006
H -3.5076 -1.9627 1.0774 0.050 0.286 -0.102
H -4.1740 -3.7791 5.5621 -0.098 -0.035 0.074
H -3.7208 -4.4517 4.1716 -0.139 0.006 -0.161
C -5.5942 1.6682 -2.3190 0.363 -0.232 0.392
C -4.3065 0.8820 -2.1052 0.792 -0.257 -1.072
C -4.4156 -0.5840 -2.5072 -1.016 0.078 0.801
O -4.9683 -0.7062 -3.8003 0.286 0.078 0.161
C -5.9601 -1.6979 -3.9196 -0.498 0.319 -0.601
N -3.2428 1.4960 -2.9997 -0.694 -0.488 0.661
H -5.6032 2.5460 -1.6777 -0.098 0.101 -0.099
H -6.4674 1.0598 -2.0853 -0.049 0.042 -0.029
H -5.6269 1.9599 -3.3683 -0.312 0.049 0.001
H -3.9344 0.8783 -1.0790 -0.061 0.336 0.030
H -5.0971 -1.0446 -1.7763 0.146 -0.195 -0.046
H -3.4389 -1.0746 -2.4273 0.003 -0.067 -0.116
H -6.2762 -1.6265 -4.9619 0.099 -0.462 -0.008
H -6.8701 -1.4843 -3.3428 0.264 0.130 0.317
H -5.6093 -2.6993 -3.6620 0.133 -0.014 -0.108
H -2.5027 0.7949 -3.0164 0.330 0.368 0.004
H -3.6785 1.4436 -3.9185 0.237 0.231 -0.119
C 0.3446 6.5620 -1.2834 0.567 0.311 -0.142
C 0.4858 5.0771 -0.9544 -0.544 1.400 -0.492
C 1.5447 4.7879 0.0921 -0.031 -0.538 -0.078
O 2.8079 5.0844 -0.4419 -0.011 0.037 -0.488
C 3.8615 4.5323 0.2765 1.258 -0.210 1.267
N -0.8165 4.4622 -0.6041 1.511 -0.404 1.302
H 0.4286 7.2316 -0.4254 -0.265 -0.152 0.155
H -0.5689 6.7900 -1.8332 -0.114 -0.103 0.120
H 1.1723 6.8329 -1.9441 -0.011 0.081 0.071
H 0.8400 4.6698 -1.9036 -0.136 -0.666 0.213
H 1.4511 3.7074 0.2966 0.311 0.069 0.121
H 1.4010 5.3242 1.0410 -0.235 0.068 -0.070
H 4.0407 5.0106 1.2566 -0.473 0.170 -0.067
H 4.8219 4.6614 -0.2239 -0.295 0.102 -0.543
H 3.7771 3.4655 0.5149 -0.391 -0.002 -0.305
H -0.4752 3.6129 -0.1326 -0.718 -0.398 -0.357
H -1.2587 4.9279 0.1923 -0.069 0.510 -0.365
C -4.5622 -5.0206 -0.2262 0.435 0.067 0.527
C -3.0523 -5.3314 -0.2504 -1.093 -0.885 -0.226
C -2.3396 -4.9060 1.0208 0.187 1.267 -1.031
O -1.0247 -4.4927 0.6227 -0.316 -0.211 1.037
C -0.1252 -4.3398 1.7160 0.278 -0.151 -1.290
N -2.8299 -6.7656 -0.5591 -0.021 0.343 0.513
H -5.0264 -5.4743 -1.1015 -0.072 0.208 -0.095
H -4.6877 -3.9351 -0.2275 -0.268 -0.047 -0.116
H -5.0628 -5.4123 0.6637 0.077 -0.044 0.012
H -2.6899 -4.6965 -1.0648 0.495 -0.235 0.025
H -2.2747 -5.6572 1.8126 -0.190 -0.158 -0.090
H -2.8876 -4.0234 1.3659 0.150 -0.142 0.542
H -0.0899 -5.2597 2.3033 -0.164 0.202 0.384
H -0.3411 -3.4297 2.2776 -0.055 -0.162 0.335
H 0.8489 -4.2494 1.2260 0.083 0.181 0.265
H -2.5888 -7.2150 0.3185 0.196 -0.163 -0.146
H -3.7145 -7.1931 -0.8117 0.063 0.047 -0.216
C 4.2702 -5.8709 3.0657 0.614 -1.495 -1.117
C 5.2705 -4.7532 3.2910 -1.056 0.304 1.564
C 4.7110 -3.3950 2.9045 0.120 -0.158 -0.927
O 3.5698 -3.0391 3.6509 0.277 0.076 -0.035
C 3.0662 -1.8065 3.1714 0.237 0.397 1.508
N 5.6138 -4.7907 4.7158 0.804 -0.066 0.367
H 4.8013 -6.8323 3.0511 0.092 0.132 0.426
H 3.8378 -5.8982 2.0599 -0.250 0.594 0.144
H 3.4909 -5.9807 3.8150 -0.073 0.484 0.034
H 6.2091 -4.9139 2.7590 -0.183 -0.049 -0.363
H 4.4082 -3.4154 1.8491 0.290 -0.002 -0.021
H 5.5210 -2.6536 2.9904 -0.199 0.177 0.208
H 3.8579 -1.0442 3.1885 0.121 -0.137 -0.742
H 2.4202 -1.4110 3.9609 -0.548 -0.345 -0.334
H 2.5581 -1.9103 2.2124 0.043 0.172 -0.084
H 4.8463 -4.9293 5.3565 -0.340 0.019 -0.371
H 6.0919 -3.9536 5.0256 0.074 -0.003 -0.138
C 5.5508 1.6306 5.1319 0.132 -0.740 0.673
C 5.0468 2.7463 4.2540 0.687 0.517 -0.293
C 3.5770 2.6251 3.9059 -0.334 1.389 -0.292
O 3.4520 1.9717 2.6619 -0.065 -0.696 0.448
C 2.1281 1.6288 2.3266 0.075 -0.084 -0.528
N 5.2874 4.0349 4.9379 -0.263 -0.048 0.000
H 6.5889 1.7538 5.4523 -0.035 0.310 -0.085
H 5.5268 0.6210 4.7136 -0.263 0.217 -0.445
H 4.9393 1.5803 6.0383 0.080 0.135 0.021
H 5.5863 2.7861 3.2987 -0.071 -0.493 -0.054
H 3.1703 3.6434 3.7677 0.096 -0.012 0.135
H 2.9799 2.2171 4.7316 0.089 -0.547 -0.218
H 1.6291 1.0304 3.0951 0.055 0.039 0.062
H 2.2004 1.0504 1.4047 -0.133 -0.146 0.108
H 1.5092 2.5014 2.0831 0.052 0.103 0.327
H 5.1484 4.7764 4.2586 -0.115 0.074 0.125
H 6.2624 4.1053 5.2070 -0.013 -0.134 0.083
C 6.7070 3.5576 -2.9597 0.211 0.111 0.469
C 5.9300 2.3316 -3.4121 0.418 -0.076 -1.076
C 4.8750 1.9068 -2.4242 -0.891 0.945 0.507
O 5.3929 1.3368 -1.2512 0.396 -0.563 -0.450
C 4.4114 0.7273 -0.4498 -0.302 0.769 0.441
N 5.2305 2.6753 -4.6715 0.170 0.064 -0.285
H 7.2474 4.0765 -3.7548 -0.050 -0.325 -0.235
H 7.4596 3.2715 -2.2234 -0.157 0.100 0.168
H 6.0358 4.3062 -2.5309 -0.016 -0.103 0.103
H 6.6319 1.5085 -3.5983 0.006 -0.025 0.259
H 4.1066 1.2820 -2.8989 0.261 -0.302 -0.038
H 4.3542 2.8368 -2.1299 -0.208 -0.117 -0.166
H 4.9124 0.5097 0.4906 -0.185 -0.384 0.030
H 3.9045 -0.1381 -0.8925 0.446 -0.182 -0.157
H 3.5989 1.4355 -0.2187 0.146 0.040 -0.063
H 5.8636 3.2317 -5.2375 -0.100 0.204 0.136
H 5.0845 1.8590 -5.2579 -0.215 -0.190 0.337
C -2.7385 6.0231 -5.1494 0.602 -0.075 -1.338
C -2.5509 4.7059 -4.4302 0.497 0.144 1.116
C -1.1117 4.2289 -4.6135 0.542 -0.099 0.083
O -0.7545 3.2964 -3.6001 -0.341 0.091 -0.629
C 0.4822 2.6491 -3.8690 0.733 0.816 1.192
N -2.8089 4.9048 -2.9606 -0.414 0.530 -1.437
H -3.7189 6.4892 -5.0934 -0.109 -0.207 0.254
H -2.4970 5.9035 -6.2141 -0.258 -0.063 0.014
H -1.9705 6.7299 -4.8213 -0.219 0.050 0.343
H -3.1845 3.8764 -4.7422 -0.338 0.282 -0.170
H -0.3975 5.0655 -4.5931 -0.115 0.093 0.126
H -0.9751 3.7433 -5.5863 -0.223 0.082 -0.088
H 0.6307 1.9555 -3.0411 -0.313 -0.572 -0.462
H 1.3133 3.3572 -3.7131 -0.152 0.141 -0.419
H 0.5442 2.2672 -4.8860 -0.176 -0.389 0.096
H -2.3483 5.7802 -2.7154 0.174 -0.187 0.300
H -3.7964 5.1550 -2.9178 -0.025 -0.254 0.394